Record 1
Here is 5 unconnected molecules or ions with the total composition C18H29FNO13 in a non-equilibrium geometry from the OMol25 dataset. Energies are from ωB97M-V/def2-TZVPD.

Structure (XYZ):
```
62
Properties=species:S:1:pos:R:3:forces:R:3
N -5.66452 1.28590 -0.90033 0.0 0.0 -0.6
C -6.56432 2.26876 -1.61437 -0.3 -0.1 0.2
C -7.98328 1.73114 -1.56380 -0.3 -0.8 -0.7
O -8.36512 0.87716 -2.29630 0.1 0.6 0.7
F -8.73229 2.25587 -0.59741 0.2 0.1 -0.1
H -5.32194 1.62470 -0.00371 -0.1 0.0 0.1
H -6.14753 0.39313 -0.77991 0.1 -0.1 0.2
H -4.84332 1.07000 -1.50641 0.4 -0.1 -0.2
H -6.49794 3.25032 -1.16127 0.2 0.1 0.0
H -6.28307 2.26881 -2.66196 0.2 0.2 0.0
C -2.83038 -2.85294 0.30446 -0.3 0.3 0.1
C -2.67160 -2.32061 -1.09422 0.4 -0.2 0.1
C -1.30219 -1.75949 -1.41668 0.1 -0.2 -0.1
O -1.61171 -0.75577 -2.42695 -0.1 0.1 0.0
C -2.85189 -0.35000 -2.20618 0.2 -0.4 0.2
O -3.39671 0.61648 -2.67933 -0.3 0.5 0.1
O -3.48411 -1.13890 -1.33120 -0.5 -0.2 0.3
H -2.66886 -2.06030 1.03662 0.1 0.0 0.0
H -3.83357 -3.25050 0.45674 0.0 -0.1 0.0
H -2.11256 -3.65123 0.48487 0.0 0.0 0.0
H -2.97306 -3.07157 -1.82690 0.0 0.1 -0.1
H -0.61166 -2.50166 -1.80742 0.0 0.2 -0.3
H -0.84359 -1.24859 -0.57199 -0.1 -0.1 0.0
C -2.46967 2.59765 1.60447 -0.2 -0.3 -0.1
C -1.19687 1.92544 2.05186 -0.1 0.2 -0.1
C 0.07935 2.57162 1.55367 0.0 0.0 0.1
O 0.97806 1.45416 1.51431 0.0 0.1 0.0
C 0.24552 0.33946 1.31829 0.1 0.2 0.1
O 0.69302 -0.72175 1.03127 -0.3 0.0 0.4
O -1.07816 0.60458 1.48429 0.0 0.0 0.0
H -2.54938 2.56721 0.51509 0.1 0.1 0.0
H -3.33530 2.08186 2.02641 0.0 0.1 0.1
H -2.49191 3.63517 1.93484 0.0 0.0 0.0
H -1.18076 1.82131 3.13928 0.0 0.0 0.0
H 0.46261 3.34565 2.21204 0.1 -0.1 0.1
H -0.02147 2.97065 0.54171 -0.1 0.0 0.0
C 2.45343 -0.79095 -1.32157 -0.3 -0.1 -0.3
C 3.29358 -1.78209 -2.08135 -0.2 0.2 0.0
C 4.19718 -1.19879 -3.14003 0.1 -0.1 -0.1
O 4.28380 -2.27658 -4.08653 -0.1 0.1 0.0
C 3.14469 -3.00214 -3.98922 0.0 0.0 0.1
O 2.80227 -3.83604 -4.76084 0.0 -0.1 -0.1
O 2.44660 -2.64054 -2.88530 0.1 0.0 0.0
H 1.77142 -0.27503 -2.00538 0.1 0.0 -0.1
H 1.84659 -1.29819 -0.58032 0.2 0.0 0.0
H 3.07551 -0.05516 -0.81662 0.1 0.0 0.0
H 3.85794 -2.41193 -1.39996 0.0 -0.1 0.0
H 5.18091 -0.93214 -2.76519 0.1 -0.2 -0.1
H 3.74989 -0.33710 -3.64322 0.0 0.0 0.1
C 5.51523 1.76422 3.59951 0.1 0.1 -0.3
C 4.78677 0.56490 3.05092 0.2 0.1 0.2
C 5.23948 -0.77130 3.60023 -0.1 0.0 0.0
O 4.93908 -1.65795 2.51228 0.1 0.0 0.1
C 4.99647 -0.93798 1.37280 0.0 0.0 0.1
O 4.99317 -1.40047 0.27786 0.1 0.0 0.0
O 5.05429 0.38498 1.64526 -0.1 0.0 0.0
H 6.57526 1.71391 3.35137 0.0 -0.1 0.1
H 5.12242 2.68471 3.16970 0.0 0.0 0.0
H 5.40452 1.81222 4.68266 0.0 0.0 0.0
H 3.70564 0.68476 3.16688 0.0 -0.1 0.0
H 4.70865 -1.07793 4.49698 -0.1 -0.1 -0.1
H 6.31537 -0.80112 3.78522 0.0 0.1 0.0
```
Positions in Å, forces in eV/Å.

The calculation puts the HOMO-LUMO gap at 8.37 eV. The charge is +1. As for the multiplicity: 1. As for the HOMO energy: -0.440 Eh. As for the LUMO energy: -3.586 eV.

Here are the Mulliken charges for atoms 1 to 6, given in e:
1 N -0.04
2 C -0.26
3 C 0.45
4 O -0.37
5 F -0.21
6 H 0.32

***

Record 2
Here is a gas-phase ion, C3H4NO (charge +1) in a non-equilibrium geometry from the OMol25 dataset. Energies are from ωB97M-V/def2-TZVPD.

Structure (XYZ):
```
9
Properties=species:S:1:pos:R:3:forces:R:3
C 0.90219 1.58272 0.96792 -1.0 -5.1 -2.6
N 0.66882 0.52608 0.53123 1.6 6.2 3.7
C 0.23665 -0.60662 0.02478 -2.1 -5.9 -0.9
C -1.07530 -0.46885 -0.83434 1.0 2.6 0.7
O -1.53304 0.60400 -1.12343 0.4 -1.7 0.2
H 1.31103 2.52231 1.10393 0.5 1.8 0.7
H -0.10092 -1.52515 0.71109 0.8 2.5 -0.1
H 1.03266 -1.17263 -0.46943 0.1 0.5 -0.6
H -1.44208 -1.46186 -0.91176 -1.2 -0.9 -1.0
```
Positions in Å, forces in eV/Å.

The calculation puts the HOMO-LUMO gap at 9.71 eV. The charge is +1. The calculation puts the energy above the lowest of the compared OMol25 structures with the same formula, charge and spin at 164.4 kJ/mol. The SMILES is C#[N+]CC=O. As for the multiplicity: 1. As for the HOMO energy: -0.565 Eh. As for the LUMO energy: -5.658 eV.

Here are the Mulliken charges for atoms 1 to 6, given in e:
1 C 0.12
2 N 0.10
3 C -0.48
4 C 0.18
5 O -0.38
6 H 0.45

***

Record 3
Here is 2 unconnected molecules or ions with the total composition C5H10 from the OMol25 dataset. Energies are from ωB97M-V/def2-TZVPD.

Structure (XYZ):
```
15
Properties=species:S:1:pos:R:3:forces:R:3
C 1.33140 -0.16024 1.12013 -0.1 0.1 0.1
C 0.14914 0.39840 1.35432 0.2 -0.1 0.1
C -0.44382 1.52253 0.55725 0.1 0.1 0.1
H 1.94488 0.14657 0.27389 -0.1 0.0 0.2
H 1.72081 -0.95943 1.74394 0.0 0.1 0.0
H -0.44330 0.05503 2.20212 0.1 0.0 -0.1
H -0.20832 2.45546 1.07748 -0.1 0.1 -0.1
H -1.53579 1.45204 0.48353 0.2 0.0 0.0
H -0.03702 1.57931 -0.45707 0.0 0.0 0.2
C 0.20915 -1.18882 -1.59599 -0.2 0.0 0.0
C -1.04464 -0.99523 -1.20963 0.1 -0.1 -0.1
H 0.59077 -0.81611 -2.54191 -0.1 -0.1 0.0
H 0.92152 -1.69688 -0.95183 -0.1 0.0 -0.1
H -1.38738 -1.32542 -0.23104 0.0 0.0 -0.2
H -1.76738 -0.46721 -1.82520 0.1 -0.1 0.0
```
Positions in Å, forces in eV/Å.

The calculation puts the HOMO-LUMO gap at 10.62 eV. The calculation puts the energy above the lowest of the compared OMol25 structures with the same formula, charge and spin at 186.3 kJ/mol. The SMILES is C=CC.C=C. As for the multiplicity: 1. As for the HOMO energy: -0.343 Eh. As for the LUMO energy: 1.280 eV.

Here are the Mulliken charges for atoms 1 to 6, given in e:
1 C -0.88
2 C 0.06
3 C -1.03
4 H 0.35
5 H 0.26
6 H 0.33

***

Record 4
Here is a molecular structure, C16H28ClCuN4O4Pd in a non-equilibrium geometry from the OMol25 dataset. Energies are from ωB97M-V/def2-TZVPD.

Structure (XYZ):
```
55
Properties=species:S:1:pos:R:3:forces:R:3
Pd -5.00205 1.63534 -1.29950 -0.1 -1.0 0.6
Cu -1.93605 5.05837 -0.21007 0.3 -1.0 0.3
Cl -1.67462 1.52963 0.06405 1.5 -1.8 -0.6
O -3.03874 1.02774 -0.07888 -0.4 0.8 -0.2
O -1.64750 2.86013 0.64711 -0.6 1.5 -0.3
O -0.96037 0.63654 0.91728 -0.4 0.2 0.2
O -1.01814 1.53650 -1.22589 -0.6 0.5 0.1
C 2.51106 1.66015 0.05036 -1.1 -0.9 -1.2
C 2.38721 2.42065 -1.27074 -0.2 0.1 0.3
C 1.62995 3.73408 -1.09203 -0.1 0.5 -0.1
C 1.22736 4.32971 -2.37145 0.1 -0.1 0.1
N 0.84272 4.72833 -3.37703 -0.1 0.1 0.0
H 1.53191 1.21287 0.26417 -0.2 0.5 0.4
H 2.82780 2.26997 0.88761 0.4 -0.2 0.0
H 3.06422 0.74081 -0.16281 0.8 0.4 0.5
H 1.82511 1.80479 -1.98072 0.1 0.1 -0.1
H 3.36069 2.63753 -1.71080 0.0 0.0 0.0
H 2.23079 4.44654 -0.52232 0.0 0.0 -0.1
H 0.69184 3.61803 -0.53998 0.1 -0.4 0.2
C 2.60114 -1.98224 -3.22431 -1.3 0.2 -1.5
C 1.82638 -1.37798 -2.09529 1.5 0.2 0.2
C 0.22204 -1.64763 -2.12970 -1.1 0.0 -0.2
C -0.36661 -1.04253 -3.24799 0.1 -0.3 0.0
N -0.91221 -0.55295 -4.17281 0.1 0.1 0.0
H 2.37846 -3.03338 -3.43060 0.4 -0.2 0.6
H 3.67697 -1.81158 -3.17386 0.0 -0.1 0.4
H 2.26227 -1.51916 -4.16042 0.3 0.2 0.1
H 1.86627 -0.28387 -2.13116 0.0 -0.1 0.2
H 2.14969 -1.76369 -1.12745 -0.4 0.0 0.1
H -0.33098 -1.30459 -1.25390 0.4 0.0 0.3
H 0.21987 -2.74835 -2.23433 0.1 0.1 0.0
C -3.58925 -4.59507 0.21555 -0.4 0.1 0.6
C -4.61160 -3.53911 -0.15305 -0.5 0.6 -0.1
C -4.48367 -2.27603 0.72435 0.5 0.7 -0.9
C -5.23346 -1.16737 0.13088 -0.4 -0.1 0.4
N -5.80078 -0.28659 -0.34107 0.6 0.8 -0.5
H -3.76526 -4.85930 1.26052 0.2 -0.2 0.0
H -2.56656 -4.21757 0.15974 0.0 0.0 -0.2
H -3.69889 -5.49209 -0.38743 0.1 0.0 0.0
H -5.64573 -3.87807 -0.07569 0.1 -0.4 0.1
H -4.52086 -3.19021 -1.18606 0.2 -0.2 0.0
H -3.46200 -1.88647 0.60803 0.1 -0.2 0.4
H -4.71626 -2.33357 1.78568 -0.1 -0.3 0.0
C 3.15423 1.93267 3.77007 -0.3 -0.5 0.3
C 1.81463 1.27728 3.43011 -0.3 1.6 -0.2
C 1.92933 -0.17039 2.99750 -0.7 -0.6 0.0
C 1.99169 -1.08664 4.13964 0.5 0.0 -0.1
N 2.04735 -1.80724 5.03027 -0.1 0.0 0.0
H 2.98081 2.96185 4.07817 0.2 0.1 -0.2
H 3.84377 1.86753 2.92841 0.1 0.2 0.0
H 3.60507 1.41763 4.62016 0.1 0.0 0.0
H 1.32379 1.89116 2.66439 0.2 -0.4 -0.4
H 1.12039 1.47817 4.24963 0.1 -0.8 0.3
H 2.77134 -0.34044 2.32300 0.3 0.1 0.3
H 1.06544 -0.51991 2.42065 -0.2 0.3 0.1
```
Positions in Å, forces in eV/Å.

The calculation puts the HOMO-LUMO gap (alpha / beta) at 6.93 / 2.44 eV. The charge is +2. As for the multiplicity: 3. As for the HOMO energy (alpha / beta): -0.556 / -0.556 Eh. As for the LUMO energy (alpha / beta): -8.203 / -12.702 eV.

Here are the Mulliken charges for atoms 1 to 6, given in e:
1 Pd 0.68
2 Cu 0.88
3 Cl 1.46
4 O -0.48
5 O -0.65
6 O -0.57